1.
Below is a 16-piece molecular cluster, H31O16 overall, with properties calculated with ωB97M-V/def2-TZVPD.

Geometry as XYZ:
```
47
Properties=species:S:1:pos:R:3
O 0.7656 -1.6988 -1.9207
H 1.2942 -2.4073 -2.2456
H -0.3151 -2.4419 -0.6066
O -0.6471 5.7520 2.2563
H -0.7696 5.4065 1.4533
H 1.5156 -0.4762 -0.7731
O 3.3399 -3.3465 -1.7505
H 2.8182 -2.5541 -1.7115
H 2.8502 -3.8363 -0.8950
O 1.4141 3.6699 -2.1645
H 1.0614 3.9463 -1.1767
H 1.9595 2.9527 -1.9454
O -0.8519 -0.8614 3.0316
H -0.2715 -1.4145 2.5457
H -0.9804 -1.6204 4.6678
O -3.1584 -0.2770 3.7119
H -3.1539 0.1314 4.5428
H -2.6837 -1.0145 3.7275
O -2.4444 2.4304 -4.0892
H -1.9750 2.5755 -3.3479
H -2.1267 1.6617 -4.5229
O 1.7442 -2.3622 1.5439
H 1.3778 -3.1355 1.1015
H 2.2187 -2.6695 2.3544
O 2.0389 0.0866 -0.1610
H 2.4897 0.7802 -0.4623
O -0.7705 2.0129 0.0724
H -1.2078 1.7742 -0.6492
H 0.0325 1.4150 -0.0185
O -0.6762 -3.1880 -0.2555
H -1.0172 -3.8746 -0.9196
H -1.2282 -0.4681 2.3851
O -1.0866 -1.8453 5.6299
H -2.5232 0.1461 -2.1976
H -0.4543 -1.4407 6.1674
O 1.4957 0.6509 -2.7862
H 1.0627 -0.1620 -2.5559
H 0.8953 1.4038 -2.5979
O 1.0690 2.4949 2.0049
H 1.6240 1.9135 1.3785
H 0.9999 1.9770 2.8362
O -1.3316 -2.5841 -3.1170
H -1.4077 -2.9390 -4.0211
H -0.3131 -2.2220 -2.6720
O -1.7406 0.5673 -2.2867
H 0.1402 5.3030 2.7325
H -1.0724 -0.2121 -2.2935
```

## Properties
energy relative to the best compared isomer or geometry (same formula, charge and spin) = 532.1 kJ/mol
charge = -1
HOMO-LUMO gap = 9.550 eV

---

2.
Below is a 2-piece molecular cluster, C40H42N3O2S overall, with properties calculated with ωB97M-V/def2-TZVPD.

Geometry as XYZ:
```
88
Properties=species:S:1:pos:R:3
C -2.8942 -2.4545 -1.8473
C -2.4587 -2.3471 -0.3937
C -2.2749 -0.8739 0.0084
N -3.4839 -3.0149 0.4856
C -3.0438 -4.1741 0.8488
S -3.9088 -5.2459 1.8988
C -5.0464 -3.8468 2.4418
C -5.9848 -4.3500 3.4755
N -6.6998 -4.7852 4.2862
C -1.6440 -4.5188 0.3019
C -0.6911 -5.0281 1.3851
C -1.7496 -5.5351 -0.8371
N -1.2710 -3.1764 -0.1622
C 0.0199 -2.8390 -0.4041
C 0.4729 -1.7818 -1.1474
C 1.7001 -1.9146 -1.9034
C 1.8209 -1.3639 -3.1950
C 2.9089 -1.7085 -3.9920
C 3.9058 -2.5683 -3.5038
C 3.8158 -3.0728 -2.1980
C 2.7380 -2.7267 -1.3972
H -3.8502 -1.9387 -1.9765
H -2.1455 -1.9862 -2.4947
H -3.0138 -3.5020 -2.1439
H -3.2590 -0.4414 0.2253
H -1.6406 -0.7705 0.8977
H -1.8388 -0.2984 -0.8129
H -4.4230 -3.0390 2.8511
H -5.5800 -3.5011 1.5485
H -1.1546 -5.8695 1.9213
H 0.2435 -5.3807 0.9263
H -0.4744 -4.2375 2.1161
H -1.9986 -6.5203 -0.4217
H -2.5286 -5.2555 -1.5564
H -0.7890 -5.6040 -1.3602
H 0.7260 -3.6035 -0.0740
H -0.1886 -0.9618 -1.4090
H 1.0121 -0.7311 -3.5701
H 2.9816 -1.3046 -5.0038
H 4.7462 -2.8561 -4.1336
H 4.5925 -3.7285 -1.7941
H 2.6832 -3.0800 -0.3644
C -3.0636 6.3998 4.7032
O -2.6005 5.0323 4.8325
C -1.9248 4.4425 3.8134
C -1.6284 3.0622 3.9528
C -1.0138 2.3770 2.9267
C -0.5943 3.0438 1.7451
C 0.1725 2.3743 0.7067
C 0.8917 1.1917 1.0142
C 1.7032 0.5142 0.1163
C 2.9791 -0.0227 0.5133
C 4.0903 -0.0093 -0.3727
C 5.3504 -0.3785 0.0736
C 5.5463 -0.7456 1.4151
C 4.4497 -0.7974 2.2885
C 3.1775 -0.4569 1.8428
C 0.2961 3.0048 -0.6106
C -0.8232 3.6079 -1.2426
C -0.7206 4.1912 -2.4878
C 0.5372 4.2630 -3.1354
O 0.5921 4.9897 -4.2815
C 1.8659 5.1881 -4.9352
C 1.6609 3.6453 -2.5431
C 1.5279 3.0704 -1.2878
C -0.8602 4.4336 1.6539
C -1.5092 5.1357 2.6537
H -3.5595 6.5804 5.6575
H -2.2315 7.1042 4.5650
H -3.7829 6.4948 3.8773
H -1.8975 2.5734 4.8880
H -0.8568 1.3042 3.0352
H 0.8223 0.8185 2.0392
H 1.5108 0.6166 -0.9501
H 3.9355 0.3145 -1.4068
H 6.1962 -0.3751 -0.6210
H 6.5468 -0.9847 1.7780
H 4.5872 -1.0906 3.3316
H 2.3193 -0.5116 2.5140
H -1.7950 3.6106 -0.7489
H -1.5733 4.6488 -2.9865
H 1.6194 5.8189 -5.7921
H 2.5877 5.7056 -4.2862
H 2.2850 4.2274 -5.2686
H 2.6392 3.6512 -3.0325
H 2.4124 2.6704 -0.8045
H -0.5263 4.9890 0.7813
H -1.6729 6.2129 2.5533
```

## Properties
energy relative to the best compared isomer or geometry (same formula, charge and spin) = 0.0 kJ/mol
charge = +1
HOMO-LUMO gap = 4.805 eV

---

3.
Below is the molecule C3H5NO3, with properties calculated with ωB97M-V/def2-TZVPD.

Geometry as XYZ:
```
12
Properties=species:S:1:pos:R:3
C -0.1777 1.6701 0.1757
C -1.0959 -1.1557 -0.2053
C 1.2340 -1.0505 -0.0298
H 0.2823 2.7456 -0.2575
H -1.3456 1.5589 0.3308
H 0.4450 1.3210 1.0585
H -0.7760 -2.1634 0.4137
H 1.1134 -1.9894 0.6848
N 0.1014 -0.5083 -0.4399
O 0.1264 0.7244 -0.9055
O -2.1912 -0.6594 -0.4032
O 2.2840 -0.4933 -0.4225
```

## Properties
energy relative to the best compared isomer or geometry (same formula, charge and spin) = 444.4 kJ/mol
structure (SMILES) = CON(C=O)C=O
HOMO-LUMO gap = 10.986 eV

---

4.
Below is the molecule CF4N2, with properties calculated with ωB97M-V/def2-TZVPD.

Geometry as XYZ:
```
7
Properties=species:S:1:pos:R:3
C 0.0659 -0.0047 -0.5096
N -0.2533 -1.1597 -0.1567
N 0.4590 0.8839 0.7045
F 0.4218 0.5107 -1.6320
F -0.4474 -2.1272 -1.1356
F -0.6243 1.7749 0.8852
F 0.3782 0.1221 1.8441
```

## Properties
energy relative to the best compared isomer or geometry (same formula, charge and spin) = 102.2 kJ/mol
structure (SMILES) = F/N=C(\F)N(F)F
HOMO-LUMO gap = 12.168 eV

---

Look up the HOMO-LUMO gap of the first one.
9.550 eV

---

Which of these has the highest energy relative to the best compared isomer or geometry (same formula, charge and spin)?
H31O16

---

What did the second record say?
Below is a 2-piece molecular cluster, C40H42N3O2S overall, with properties calculated with ωB97M-V/def2-TZVPD.

Geometry as XYZ:
```
88
Properties=species:S:1:pos:R:3
C -2.8942 -2.4545 -1.8473
C -2.4587 -2.3471 -0.3937
C -2.2749 -0.8739 0.0084
N -3.4839 -3.0149 0.4856
C -3.0438 -4.1741 0.8488
S -3.9088 -5.2459 1.8988
C -5.0464 -3.8468 2.4418
C -5.9848 -4.3500 3.4755
N -6.6998 -4.7852 4.2862
C -1.6440 -4.5188 0.3019
C -0.6911 -5.0281 1.3851
C -1.7496 -5.5351 -0.8371
N -1.2710 -3.1764 -0.1622
C 0.0199 -2.8390 -0.4041
C 0.4729 -1.7818 -1.1474
C 1.7001 -1.9146 -1.9034
C 1.8209 -1.3639 -3.1950
C 2.9089 -1.7085 -3.9920
C 3.9058 -2.5683 -3.5038
C 3.8158 -3.0728 -2.1980
C 2.7380 -2.7267 -1.3972
H -3.8502 -1.9387 -1.9765
H -2.1455 -1.9862 -2.4947
H -3.0138 -3.5020 -2.1439
H -3.2590 -0.4414 0.2253
H -1.6406 -0.7705 0.8977
H -1.8388 -0.2984 -0.8129
H -4.4230 -3.0390 2.8511
H -5.5800 -3.5011 1.5485
H -1.1546 -5.8695 1.9213
H 0.2435 -5.3807 0.9263
H -0.4744 -4.2375 2.1161
H -1.9986 -6.5203 -0.4217
H -2.5286 -5.2555 -1.5564
H -0.7890 -5.6040 -1.3602
H 0.7260 -3.6035 -0.0740
H -0.1886 -0.9618 -1.4090
H 1.0121 -0.7311 -3.5701
H 2.9816 -1.3046 -5.0038
H 4.7462 -2.8561 -4.1336
H 4.5925 -3.7285 -1.7941
H 2.6832 -3.0800 -0.3644
C -3.0636 6.3998 4.7032
O -2.6005 5.0323 4.8325
C -1.9248 4.4425 3.8134
C -1.6284 3.0622 3.9528
C -1.0138 2.3770 2.9267
C -0.5943 3.0438 1.7451
C 0.1725 2.3743 0.7067
C 0.8917 1.1917 1.0142
C 1.7032 0.5142 0.1163
C 2.9791 -0.0227 0.5133
C 4.0903 -0.0093 -0.3727
C 5.3504 -0.3785 0.0736
C 5.5463 -0.7456 1.4151
C 4.4497 -0.7974 2.2885
C 3.1775 -0.4569 1.8428
C 0.2961 3.0048 -0.6106
C -0.8232 3.6079 -1.2426
C -0.7206 4.1912 -2.4878
C 0.5372 4.2630 -3.1354
O 0.5921 4.9897 -4.2815
C 1.8659 5.1881 -4.9352
C 1.6609 3.6453 -2.5431
C 1.5279 3.0704 -1.2878
C -0.8602 4.4336 1.6539
C -1.5092 5.1357 2.6537
H -3.5595 6.5804 5.6575
H -2.2315 7.1042 4.5650
H -3.7829 6.4948 3.8773
H -1.8975 2.5734 4.8880
H -0.8568 1.3042 3.0352
H 0.8223 0.8185 2.0392
H 1.5108 0.6166 -0.9501
H 3.9355 0.3145 -1.4068
H 6.1962 -0.3751 -0.6210
H 6.5468 -0.9847 1.7780
H 4.5872 -1.0906 3.3316
H 2.3193 -0.5116 2.5140
H -1.7950 3.6106 -0.7489
H -1.5733 4.6488 -2.9865
H 1.6194 5.8189 -5.7921
H 2.5877 5.7056 -4.2862
H 2.2850 4.2274 -5.2686
H 2.6392 3.6512 -3.0325
H 2.4124 2.6704 -0.8045
H -0.5263 4.9890 0.7813
H -1.6729 6.2129 2.5533
```

## Properties
energy relative to the best compared isomer or geometry (same formula, charge and spin) = 0.0 kJ/mol
charge = +1
HOMO-LUMO gap = 4.805 eV